Computed, not measured: a 6-piece molecular cluster, C14H30Cl10O2 overall, with ωB97M-V/def2-TZVPD.

Calculated values
total charge = +1
Kohn-Sham gap (alpha / beta) = 10.3 / 3.7 eV
expectation value of S² = 0.757
multiplicity = 2

Element x y z (Å)
1 Cl 2.266 -0.062 -1.951
2 C 2.060 -1.678 -2.671
3 C 1.078 -1.697 -3.811
4 Cl 0.495 -3.402 -4.022
5 H 1.592 -2.274 -1.887
6 H 3.068 -2.064 -2.825
7 H 1.540 -1.426 -4.761
8 H 0.232 -1.021 -3.687
9 Cl -1.837 3.552 -4.758
10 C -0.759 2.572 -5.697
11 C 0.670 2.918 -5.191
12 Cl 1.908 1.707 -5.712
13 H -1.044 2.444 -6.741
14 H -0.788 1.542 -5.342
15 H 0.587 2.926 -4.105
16 H 1.120 3.892 -5.386
17 Cl -3.684 -1.601 5.944
18 C -2.996 -2.123 4.410
19 C -2.293 -3.459 4.521
20 Cl -0.826 -3.245 5.466
21 H -2.429 -1.269 4.040
22 H -3.921 -2.301 3.862
23 H -1.982 -3.801 3.534
24 H -2.885 -4.240 4.997
25 Cl 2.711 4.959 2.755
26 C 3.343 3.385 2.268
27 C 2.461 2.625 1.317
28 Cl 1.018 1.893 2.040
29 H 3.346 2.769 3.168
30 H 4.406 3.407 2.028
31 H 3.024 1.759 0.970
32 H 2.212 3.200 0.426
33 Cl 3.172 -0.835 1.148
34 C 2.724 -1.097 2.824
35 C 1.241 -1.553 2.934
36 Cl 1.146 -3.304 2.503
37 H 2.865 -0.154 3.351
38 H 3.428 -1.860 3.157
39 H 0.539 -1.003 2.309
40 H 0.926 -1.513 3.977
41 C -1.507 1.567 -1.874
42 O -2.326 0.719 -1.022
43 C -2.074 0.885 0.327
44 C -2.637 -0.327 1.132
45 O -1.873 -1.548 0.984
46 C -1.451 -1.842 -0.371
47 H -1.510 2.617 -1.580
48 H -1.895 1.510 -2.891
49 H -0.478 1.214 -1.933
50 H -2.615 1.804 0.550
51 H -1.016 1.065 0.522
52 H -3.649 -0.508 0.769
53 H -2.655 0.018 2.166
54 H -1.052 -2.855 -0.401
55 H -0.724 -1.095 -0.692
56 H -2.271 -1.793 -1.088

***

Computed, not measured: C14H30ClN2O6ReSSe2 as an isolated structure, with ωB97M-V/def2-TZVPD.

Calculated values
total charge = +1
Kohn-Sham gap (alpha / beta) = 6.2 / 7.2 eV
expectation value of S² = 0.764
multiplicity = 2
energy relative to the best compared isomer or geometry (same formula, charge and spin) = 51.3 kJ/mol

Element x y z (Å)
1 Re -0.349 0.534 -0.200
2 O -1.025 6.254 1.204
3 C -1.954 5.274 0.782
4 C -1.185 4.190 -0.008
5 C -0.461 4.924 -1.147
6 O 0.033 4.060 -2.173
7 C -0.227 3.557 1.013
8 Se 1.128 2.302 0.340
9 C -2.276 3.235 -0.515
10 Se -1.730 1.696 -1.629
11 H -1.479 6.928 1.719
12 H -2.718 5.714 0.130
13 H -2.459 4.808 1.635
14 H 0.382 5.479 -0.737
15 H -1.147 5.654 -1.583
16 H -0.533 4.147 -2.945
17 H -0.793 3.016 1.771
18 H 0.331 4.347 1.514
19 H -2.994 3.778 -1.133
20 H -2.821 2.813 0.330
21 O -2.004 -1.466 2.778
22 Cl -1.428 -0.805 1.700
23 O -1.873 -1.238 0.382
24 O -1.664 0.661 1.694
25 O 0.032 -0.904 1.607
26 C 4.419 -2.427 -2.020
27 C 4.691 -1.816 -3.389
28 C 3.701 -2.261 -4.463
29 C 2.249 -1.895 -4.181
30 N 2.095 -0.442 -4.046
31 C 1.563 0.241 -3.045
32 S 0.891 -0.658 -1.686
33 N 1.573 1.561 -3.053
34 C 2.145 2.382 -4.118
35 C 3.661 2.511 -4.015
36 C 4.253 3.244 -5.213
37 C 5.771 3.338 -5.137
38 H 5.219 -2.188 -1.320
39 H 4.352 -3.515 -2.086
40 H 3.487 -2.062 -1.583
41 H 5.694 -2.095 -3.719
42 H 4.696 -0.724 -3.315
43 H 3.745 -3.348 -4.572
44 H 3.988 -1.849 -5.436
45 H 1.884 -2.370 -3.275
46 H 1.612 -2.224 -5.004
47 H 2.525 0.098 -4.784
48 H 1.085 2.040 -2.303
49 H 1.674 3.359 -4.037
50 H 1.853 1.976 -5.093
51 H 4.114 1.518 -3.925
52 H 3.906 3.041 -3.091
53 H 3.822 4.247 -5.271
54 H 3.959 2.731 -6.135
55 H 6.085 3.875 -4.241
56 H 6.177 3.864 -6.001
57 H 6.224 2.346 -5.107

***

Computed, not measured: C14H30IO2P2SiTi as an isolated structure, with ωB97M-V/def2-TZVPD.

Calculated values
total charge = +2
Kohn-Sham gap (alpha / beta) = 6.3 / 5.9 eV
expectation value of S² = 0.755
multiplicity = 2
energy relative to the best compared isomer or geometry (same formula, charge and spin) = 37.4 kJ/mol

Element x y z (Å)
1 C 0.804 0.310 -5.304
2 C 0.104 -0.599 -4.363
3 H 0.715 -0.018 -6.349
4 H 1.880 0.357 -5.041
5 H 0.379 1.331 -5.217
6 O -0.515 -1.584 -4.569
7 I 1.876 2.712 -0.960
8 Ti 0.577 0.585 -1.724
9 P -1.696 1.466 -1.177
10 C -2.861 0.208 -0.563
11 C -1.862 2.760 0.094
12 H -2.917 3.064 0.170
13 H -3.460 2.617 -2.329
14 H -1.234 3.621 -0.171
15 H -1.826 3.001 -3.028
16 H -2.481 -0.176 0.393
17 H -1.522 2.347 1.051
18 C -2.485 2.212 -2.629
19 H -3.843 0.677 -0.412
20 H -2.629 1.460 -3.415
21 H -2.934 -0.624 -1.276
22 P 2.180 -1.053 -0.732
23 C 1.402 -2.564 -0.077
24 C 3.400 -1.607 -1.954
25 H 3.785 0.356 0.411
26 H 3.890 -1.363 0.953
27 H 2.548 -0.306 1.520
28 C 3.212 -0.540 0.679
29 H 3.918 -0.725 -2.367
30 H 4.103 -2.292 -1.462
31 H 2.189 -3.243 0.277
32 H 0.793 -3.046 -0.853
33 H 2.903 -2.128 -2.781
34 H 0.751 -2.280 0.761
35 C -0.611 -1.279 -1.931
36 O -1.256 -2.270 -1.917
37 C -1.395 1.393 4.152
38 Si -0.414 -0.040 3.422
39 C 1.158 -0.231 4.444
40 C -1.435 -1.580 3.774
41 C -0.054 0.196 1.592
42 C 0.164 0.319 0.361
43 H -1.377 1.323 5.249
44 H -2.444 1.365 3.831
45 H -0.976 2.367 3.873
46 H 0.911 -0.133 5.511
47 H 1.616 -1.216 4.295
48 H 1.903 0.536 4.204
49 H -2.408 -1.544 3.270
50 H -0.917 -2.492 3.453
51 H -1.610 -1.648 4.857

***

Computed, not measured: a 3-piece molecular cluster, C14H30O12PS2 overall, with ωB97M-V/def2-TZVPD.

Calculated values
total charge = -1
Kohn-Sham gap = 6.4 eV
multiplicity = 1

Element x y z (Å)
1 C 7.896 0.948 0.196
2 C 7.719 0.601 -1.358
3 O 7.736 1.559 -2.175
4 O 7.555 -0.713 -1.879
5 C 6.132 -1.086 -1.902
6 C 5.782 -1.658 -0.413
7 C 5.194 -3.167 -0.549
8 C 3.844 -3.410 0.289
9 C 2.507 -3.157 -0.612
10 C 2.491 -1.593 -0.960
11 C 1.146 -1.064 -1.643
12 C 1.610 0.460 -2.113
13 O 0.757 1.576 -1.739
14 P 0.021 0.911 -0.274
15 O -0.001 -0.788 -0.793
16 H 7.276 0.276 0.875
17 H 7.525 2.020 0.341
18 H 8.989 0.933 0.516
19 H 5.939 -1.870 -2.708
20 H 5.464 -0.184 -2.175
21 H 4.993 -0.932 0.002
22 H 6.693 -1.672 0.270
23 H 6.022 -3.851 -0.122
24 H 5.044 -3.490 -1.632
25 H 3.807 -2.580 1.092
26 H 3.794 -4.425 0.804
27 H 1.571 -3.521 -0.056
28 H 2.611 -3.828 -1.546
29 H 3.342 -1.423 -1.724
30 H 2.710 -1.028 0.014
31 H 0.937 -1.539 -2.665
32 H 2.134 0.476 -3.129
33 H 2.513 0.630 -1.401
34 H 0.283 2.193 0.340
35 H 1.255 0.515 0.367
36 H -0.642 0.396 0.914
37 H -1.214 1.283 -0.950
38 C -4.684 -1.584 -0.602
39 C -3.338 -0.891 -0.471
40 O -3.620 0.499 -0.639
41 S -5.096 0.815 -0.055
42 O -4.952 1.325 1.281
43 O -5.851 1.490 -1.069
44 O -5.619 -0.718 0.045
45 H -4.979 -1.679 -1.651
46 H -4.689 -2.568 -0.133
47 H -2.620 -1.231 -1.217
48 H -2.916 -1.031 0.528
49 C -8.579 3.398 1.819
50 C -7.743 2.575 2.785
51 O -7.642 3.376 3.965
52 S -8.998 4.251 4.127
53 O -9.867 3.570 5.042
54 O -8.635 5.626 4.281
55 O -9.575 4.031 2.627
56 H -7.979 4.178 1.344
57 H -9.046 2.782 1.050
58 H -6.754 2.346 2.388
59 H -8.252 1.644 3.052

***

Computed, not measured: C14H31Al2Cl3F6GaMgNO4 as an isolated structure, with ωB97M-V/def2-TZVPD.

Calculated values
total charge = +2
Kohn-Sham gap = 1.0 eV
multiplicity = 1

Element x y z (Å)
1 C -1.233 -1.937 1.436
2 C -2.524 -1.975 0.665
3 O -2.540 -2.136 -0.513
4 O -3.617 -1.835 1.463
5 C -4.594 -1.035 0.923
6 Ga -4.166 0.937 1.586
7 C -2.354 1.507 0.861
8 C -1.734 2.735 1.527
9 C -0.209 2.763 1.547
10 C 0.471 2.319 0.261
11 N 0.655 3.388 -0.695
12 C -5.637 2.114 0.600
13 C -6.960 1.472 0.599
14 F -5.607 3.271 1.201
15 H -0.565 -2.712 1.110
16 H -0.782 -0.933 1.305
17 H -1.456 -2.020 2.491
18 H -5.542 -1.309 1.358
19 H -4.699 -1.031 -0.163
20 H -4.253 0.890 3.167
21 H -1.701 0.629 0.888
22 H -2.527 1.743 -0.177
23 H -2.053 2.740 2.562
24 H -2.159 3.622 1.085
25 H 0.216 2.201 2.376
26 H 0.100 3.786 1.695
27 H -0.013 1.439 -0.221
28 H 1.484 2.000 0.529
29 H 1.307 3.040 -1.382
30 H -0.215 3.638 -1.143
31 H -5.244 2.181 -0.427
32 H -7.534 2.008 -0.155
33 H -7.431 1.530 1.569
34 H -6.882 0.451 0.262
35 C 5.064 3.475 -0.424
36 O 4.402 3.256 -1.658
37 C 4.692 4.266 -2.619
38 C 5.714 3.799 -3.633
39 O 6.981 3.601 -3.036
40 C 7.283 2.241 -2.790
41 H 4.970 2.567 0.172
42 H 6.125 3.690 -0.568
43 H 4.595 4.303 0.119
44 H 5.028 5.181 -2.128
45 H 3.757 4.490 -3.142
46 H 5.833 4.579 -4.391
47 H 5.374 2.889 -4.135
48 H 7.518 1.728 -3.728
49 H 6.456 1.727 -2.292
50 H 8.159 2.206 -2.145
51 Al 0.745 0.225 1.003
52 F -2.192 -6.278 -0.757
53 Al -0.763 -6.035 0.007
54 F 0.324 -5.150 -0.829
55 F -0.186 -7.464 0.643
56 F -1.182 -5.135 1.514
57 C 1.478 -10.661 0.999
58 Cl 2.555 -10.478 2.385
59 Cl 2.109 -11.832 -0.141
60 Cl -0.147 -11.125 1.536
61 H 1.403 -9.704 0.502
62 F -4.196 0.504 -1.340
63 Mg -1.903 -6.348 2.686

***

Computed, not measured: C14H32BeO18S4 as an isolated structure, with ωB97M-V/def2-TZVPD.

Calculated values
total charge = -2
Kohn-Sham gap = 2.2 eV
multiplicity = 1
energy relative to the best compared isomer or geometry (same formula, charge and spin) = 276.6 kJ/mol

Element x y z (Å)
1 Be -19.526 -28.114 -10.102
2 C -20.671 -28.609 -7.435
3 O -19.590 -27.946 -7.494
4 O -21.634 -28.269 -6.680
5 O -20.899 -29.464 -8.341
6 C -21.500 -26.291 -10.121
7 O -22.407 -25.825 -9.395
8 O -20.249 -25.902 -10.066
9 O -21.679 -27.440 -10.712
10 O -16.872 -25.202 -11.312
11 S -16.751 -25.691 -9.953
12 O -17.427 -26.907 -9.541
13 O -15.102 -25.959 -9.848
14 C -14.589 -26.614 -8.687
15 C -13.134 -26.943 -9.006
16 C -16.965 -24.426 -8.671
17 H -15.197 -27.517 -8.591
18 H -14.761 -25.949 -7.840
19 H -13.000 -27.711 -9.767
20 H -12.602 -27.236 -8.099
21 H -12.633 -26.039 -9.359
22 H -18.011 -24.234 -8.443
23 H -16.392 -23.558 -8.991
24 H -16.489 -24.908 -7.818
25 O -22.843 -30.494 -10.692
26 S -21.989 -30.404 -11.844
27 O -20.686 -29.848 -11.731
28 O -21.649 -31.923 -12.457
29 C -22.730 -32.806 -12.717
30 C -22.201 -33.942 -13.601
31 C -22.774 -29.713 -13.294
32 H -23.694 -32.454 -13.091
33 H -23.038 -33.206 -11.747
34 H -22.907 -34.761 -13.739
35 H -21.257 -34.395 -13.291
36 H -21.877 -33.597 -14.587
37 H -22.149 -29.986 -14.145
38 H -22.794 -28.631 -13.167
39 H -23.728 -30.195 -13.502
40 O -15.974 -30.637 -9.104
41 S -17.294 -31.146 -9.432
42 O -18.373 -30.232 -9.772
43 O -17.037 -32.251 -10.602
44 C -18.141 -33.058 -11.011
45 C -17.874 -33.984 -12.139
46 C -17.748 -32.202 -7.968
47 H -18.897 -32.358 -11.380
48 H -18.462 -33.573 -10.103
49 H -17.744 -33.404 -13.053
50 H -18.627 -34.751 -12.313
51 H -16.969 -34.568 -11.947
52 H -18.808 -32.413 -8.078
53 H -17.442 -31.593 -7.120
54 H -17.058 -33.044 -7.978
55 O -16.603 -27.544 -13.947
56 S -16.856 -28.429 -12.843
57 O -18.038 -28.298 -12.008
58 O -16.917 -29.919 -13.509
59 C -18.226 -30.302 -13.944
60 C -18.089 -30.944 -15.283
61 C -15.395 -28.658 -11.811
62 H -18.916 -29.461 -13.984
63 H -18.643 -31.059 -13.276
64 H -18.836 -31.721 -15.453
65 H -17.111 -31.423 -15.324
66 H -18.200 -30.122 -15.992
67 H -15.656 -29.188 -10.897
68 H -14.901 -27.715 -11.586
69 H -14.744 -29.252 -12.454

***

Max |F| values (in Eh/bohr) by entry order: 0.04894 0.01056 0.13414 0.08983 0.06584 0.09816.